Entry 1:
{
  "formula": "C14H32AsF12NNiO16S6",
  "method": "ωB97M-V with the def2-TZVPD basis set",
  "species": ["Ni", "C", "F", "F", "F", "S", "O", "O", "N", "S", "O", "O", "C", "F", "F", "F", "As", "F", "F", "F", "F", "F", "F", "O", "S", "O", "O", "C", "C", "C", "H", "H", "H", "H", "H", "H", "H", "H", "O", "S", "O", "O", "C", "C", "C", "H", "H", "H", "H", "H", "H", "H", "H", "O", "S", "O", "O", "C", "C", "C", "H", "H", "H", "H", "H", "H", "H", "H", "O", "S", "O", "O", "C", "C", "C", "H", "H", "H", "H", "H", "H", "H", "H"],
  "coordinates": [[-0.061, -0.766, 0.178], [0.918, -5.036, 1.401], [0.502, -5.184, 0.092], [-0.119, -5.525, 2.186], [1.995, -5.786, 1.751], [1.088, -3.206, 1.844], [-0.138, -2.899, 2.557], [2.197, -3.140, 2.751], [1.231, -2.163, 0.352], [2.705, -2.494, -0.083], [3.483, -1.287, 0.139], [3.278, -3.808, 0.251], [2.413, -2.719, -2.000], [3.576, -3.165, -2.557], [1.577, -3.793, -2.208], [2.111, -1.570, -2.624], [-3.131, -2.912, 0.417], [-3.290, -3.382, 2.157], [-4.561, -3.978, 0.068], [-2.983, -2.486, -1.278], [-1.695, -1.896, 0.625], [-2.099, -4.408, 0.203], [-4.157, -1.521, 0.775], [0.904, 2.076, 3.128], [0.889, 0.627, 3.018], [0.029, 0.049, 2.006], [2.360, -0.011, 2.630], [3.515, 0.444, 3.349], [4.049, -0.557, 4.462], [0.634, -0.198, 4.656], [3.351, 1.348, 3.934], [4.309, 0.491, 2.603], [3.900, -1.585, 4.133], [3.522, -0.409, 5.405], [5.086, -0.408, 4.761], [-0.441, -0.261, 4.823], [1.154, 0.359, 5.435], [1.048, -1.193, 4.498], [-0.036, 0.148, -3.823], [-1.025, -0.560, -3.065], [-0.709, -1.059, -1.717], [-2.357, 0.412, -2.911], [-2.565, 1.356, -3.925], [-4.014, 1.598, -4.260], [-1.692, -1.862, -4.132], [-1.914, 1.179, -4.781], [-2.203, 2.279, -3.475], [-4.773, 1.253, -3.557], [-4.245, 1.250, -5.267], [-4.195, 2.645, -4.505], [-2.554, -1.486, -4.683], [-2.040, -2.664, -3.482], [-0.940, -2.283, -4.799], [-1.377, 0.853, -0.023], [-1.820, 2.230, -0.247], [-1.127, 3.086, -1.225], [-3.457, 2.240, -0.600], [-4.391, 1.443, 0.103], [-5.819, 2.065, 0.312], [-1.796, 3.089, 1.408], [-4.012, 1.065, 1.053], [-4.497, 0.590, -0.567], [-6.283, 2.350, -0.633], [-5.829, 2.935, 0.969], [-6.368, 1.263, 0.804], [-1.856, 2.408, 2.257], [-2.629, 3.792, 1.375], [-0.924, 3.744, 1.394], [1.208, 0.635, -0.755], [1.887, 1.920, -0.990], [1.535, 3.087, -0.160], [3.551, 1.722, -0.972], [4.427, 2.761, -0.764], [4.805, 2.627, 0.688], [1.685, 2.388, -2.713], [3.940, 3.732, -0.849], [5.308, 2.881, -1.395], [4.033, 2.949, 1.388], [5.665, 3.258, 0.912], [5.146, 1.621, 0.932], [2.170, 1.577, -3.256], [2.277, 3.293, -2.849], [0.661, 2.541, -3.055]],
  "lowdin_spin": [1.8868, 0.0011, 0.0012, 0.0035, 0.0032, 0.0042, 0.0230, 0.0306, 0.5576, 0.0088, 0.2054, 0.0702, 0.0135, 0.0083, 0.0011, 0.0029, 0.0023, 0.0021, -0.0002, 0.0008, 0.0239, 0.0013, 0.0018, 0.0042, 0.0045, 0.0315, -0.0004, 0.0000, 0.0000, 0.0024, 0.0001, 0.0000, 0.0000, 0.0000, 0.0000, 0.0000, 0.0002, 0.0001, 0.0005, 0.0048, 0.0280, -0.0003, 0.0000, 0.0000, 0.0038, 0.0000, 0.0000, 0.0000, 0.0000, 0.0000, 0.0004, 0.0000, 0.0002, 0.0252, 0.0030, 0.0005, 0.0039, 0.0001, 0.0002, 0.0010, 0.0000, 0.0000, 0.0000, 0.0000, 0.0000, 0.0000, 0.0000, 0.0001, 0.0251, 0.0038, 0.0005, -0.0002, 0.0001, 0.0000, 0.0031, 0.0000, 0.0000, 0.0000, 0.0000, 0.0000, 0.0000, 0.0004, 0.0000],
  "e_tot_ev": -248777.9441,
  "multiplicity": 4,
  "charge": 1,
  "lumo_energy_ev": [-3.95, -8.91],
  "e_homo_ha": [-0.5001, -0.5002],
  "gap_ha": [0.3548, 0.1727]
}

=====

Entry 2:
{
  "formula": "C14H32Br2IN2O9S",
  "method": "ωB97M-V with the def2-TZVPD basis set",
  "species": ["C", "C", "S", "C", "O", "C", "O", "O", "I", "H", "H", "H", "H", "H", "H", "H", "Br", "C", "C", "Br", "H", "H", "H", "H", "C", "C", "C", "O", "C", "N", "H", "H", "H", "H", "H", "H", "H", "H", "H", "H", "H", "H", "C", "C", "O", "O", "H", "H", "H", "C", "O", "H", "H", "H", "C", "N", "O", "O", "H", "H", "H"],
  "coordinates": [[-2.291, 2.701, 0.578], [-3.348, 3.882, 0.202], [-4.813, 3.697, 1.376], [-6.278, 4.298, 0.404], [-6.741, 3.218, -0.457], [-7.973, 2.685, -0.047], [-8.649, 2.053, -0.905], [-8.502, 2.749, 1.271], [-10.474, 3.245, 1.013], [-2.347, 1.820, -0.144], [-2.563, 2.341, 1.637], [-1.207, 3.107, 0.665], [-2.816, 4.858, 0.453], [-3.690, 3.815, -0.891], [-7.087, 4.795, 1.029], [-5.874, 5.117, -0.302], [-0.645, -0.471, -0.446], [0.839, 0.035, -1.611], [1.738, 1.044, -0.944], [0.946, 2.829, -0.963], [0.401, 0.392, -2.546], [1.378, -0.893, -1.802], [2.674, 1.146, -1.496], [1.959, 0.808, 0.097], [2.229, -4.736, 2.125], [1.722, -3.398, 1.611], [1.924, -2.251, 2.602], [0.956, -2.342, 3.650], [1.449, -2.942, 4.847], [0.247, -3.517, 1.372], [1.618, -5.123, 2.945], [2.210, -5.484, 1.327], [3.260, -4.648, 2.475], [2.190, -3.168, 0.651], [1.725, -1.308, 2.086], [2.953, -2.201, 2.978], [2.525, -2.798, 4.975], [1.212, -4.008, 4.846], [0.933, -2.483, 5.693], [-0.028, -4.389, 0.919], [-0.113, -2.729, 0.821], [-0.222, -3.453, 2.290], [6.709, -3.048, 4.364], [5.606, -2.370, 3.554], [4.934, -1.503, 4.169], [5.501, -2.763, 2.364], [6.746, -2.663, 5.385], [6.528, -4.126, 4.406], [7.678, -2.870, 3.892], [-0.597, -0.072, -5.014], [0.555, -0.645, -4.655], [-1.166, 0.473, -4.223], [-0.551, 0.706, -5.808], [-1.392, -0.736, -5.420], [1.681, 2.770, -6.522], [0.458, 3.394, -7.092], [-0.310, 2.671, -7.699], [0.314, 4.594, -6.908], [1.679, 1.708, -6.759], [2.540, 3.266, -6.973], [1.657, 2.923, -5.444]],
  "mulliken_charge": [-0.6118, -0.3725, -0.1216, -0.4495, -0.2099, 0.8114, -0.5608, -0.5488, 0.2931, 0.1017, 0.2793, 0.0993, 0.2652, 0.3512, 0.3365, 0.2908, -0.1944, -0.3033, -0.3934, -0.1589, 0.1234, 0.3545, 0.3829, 0.2486, -1.5116, 0.2957, 0.4900, -0.4787, -0.5582, -0.0887, 0.4123, 0.4431, 0.2734, 0.2638, -0.0055, -0.1896, 0.2475, 0.2406, 0.2534, 0.3758, -0.0059, 0.4264, -0.9727, 0.7287, -0.7516, -0.7348, 0.3057, 0.2132, 0.2595, -0.2319, -0.8283, 0.0335, -0.1123, 0.2285, -0.6852, 0.8532, -0.4962, -0.5662, 0.3265, 0.2828, 0.2509],
  "e_tot_ev": -195458.6221,
  "charge": -1,
  "lumo_energy_ev": -0.48,
  "e_homo_ha": -0.1206,
  "gap_ha": 0.1029
}

=====

Entry 3:
{
  "formula": "C14H32ClO5PSb",
  "method": "ωB97M-V with the def2-TZVPD basis set",
  "species": ["C", "C", "C", "C", "Sb", "Cl", "C", "C", "C", "O", "C", "C", "C", "C", "C", "O", "O", "C", "C", "P", "O", "O", "H", "H", "H", "H", "H", "H", "H", "H", "H", "H", "H", "H", "H", "H", "H", "H", "H", "H", "H", "H", "H", "H", "H", "H", "H", "H", "H", "H", "H", "H", "H", "H"],
  "coordinates": [[1.670, -0.827, 3.688], [1.863, -1.874, 2.484], [2.697, -1.231, 1.263], [2.008, -1.676, -0.106], [0.890, -0.136, -1.218], [0.590, 1.294, 0.790], [-0.007, 1.353, -2.576], [0.855, 2.742, -2.668], [0.473, 3.827, -1.589], [1.326, 4.139, -0.500], [2.704, 3.822, -0.620], [-1.000, -1.108, -0.667], [-2.369, -0.378, -0.996], [-2.677, 0.982, -0.224], [-2.991, 0.823, 1.334], [-3.829, 1.640, 1.808], [-2.352, -0.129, 2.184], [-3.328, -1.181, 2.406], [-2.559, -2.473, 2.964], [1.223, -1.597, -3.276], [1.644, -3.207, -2.829], [-0.210, -1.637, -4.235], [0.673, -0.282, 3.496], [2.563, -0.112, 3.653], [1.664, -1.431, 4.656], [2.347, -2.865, 2.795], [0.808, -2.152, 2.115], [2.925, -0.125, 1.379], [3.726, -1.762, 1.298], [1.296, -2.569, 0.039], [2.856, -2.075, -0.783], [2.429, 0.683, -1.475], [-1.073, 1.674, -2.378], [0.012, 0.942, -3.658], [1.937, 2.424, -2.779], [0.558, 3.171, -3.701], [-0.549, 3.516, -1.145], [0.235, 4.814, -2.150], [3.306, 4.406, -1.393], [3.196, 4.007, 0.407], [2.859, 2.691, -0.804], [-1.023, -2.148, -1.179], [-0.964, -1.342, 0.458], [-3.213, -1.115, -0.697], [-2.466, -0.304, -2.144], [-1.900, 1.813, -0.368], [-3.646, 1.405, -0.688], [-4.108, -0.822, 3.176], [-3.948, -1.432, 1.464], [-1.499, -2.447, 2.552], [-2.477, -2.373, 4.105], [-3.129, -3.429, 2.686], [0.803, -3.642, -2.548], [-0.818, -2.287, -3.805]],
  "mulliken_charge": [-0.9174, 0.2633, -0.5098, -1.0836, 1.4283, -0.5181, -1.0541, -0.6090, -0.4264, -0.3223, -0.4171, -0.2440, -0.8103, 0.5043, 0.2397, -0.6277, -0.1700, -0.3868, -0.6155, -0.1903, -0.4624, -0.4651, 0.1364, 0.2756, 0.3167, 0.4083, -0.4361, 0.2970, 0.2834, 0.3177, 0.3955, -0.1521, 0.2826, 0.4260, 0.4499, 0.3070, 0.0970, 0.3256, 0.2648, 0.2025, 0.0438, 0.2096, -0.2771, 0.4283, 0.3312, -0.5509, 0.3229, 0.3673, 0.2642, -0.0417, 0.2776, 0.2666, 0.2759, 0.2787],
  "e_tot_ev": -53619.5894,
  "charge": -1,
  "lumo_energy_ev": 2.80,
  "e_homo_ha": -0.1406,
  "gap_ha": 0.2436
}

=====

- Look up the charge of the first one.
  +1

=====

Repeat the third record exactly.
{
  "formula": "C14H32ClO5PSb",
  "method": "ωB97M-V with the def2-TZVPD basis set",
  "species": ["C", "C", "C", "C", "Sb", "Cl", "C", "C", "C", "O", "C", "C", "C", "C", "C", "O", "O", "C", "C", "P", "O", "O", "H", "H", "H", "H", "H", "H", "H", "H", "H", "H", "H", "H", "H", "H", "H", "H", "H", "H", "H", "H", "H", "H", "H", "H", "H", "H", "H", "H", "H", "H", "H", "H"],
  "coordinates": [[1.670, -0.827, 3.688], [1.863, -1.874, 2.484], [2.697, -1.231, 1.263], [2.008, -1.676, -0.106], [0.890, -0.136, -1.218], [0.590, 1.294, 0.790], [-0.007, 1.353, -2.576], [0.855, 2.742, -2.668], [0.473, 3.827, -1.589], [1.326, 4.139, -0.500], [2.704, 3.822, -0.620], [-1.000, -1.108, -0.667], [-2.369, -0.378, -0.996], [-2.677, 0.982, -0.224], [-2.991, 0.823, 1.334], [-3.829, 1.640, 1.808], [-2.352, -0.129, 2.184], [-3.328, -1.181, 2.406], [-2.559, -2.473, 2.964], [1.223, -1.597, -3.276], [1.644, -3.207, -2.829], [-0.210, -1.637, -4.235], [0.673, -0.282, 3.496], [2.563, -0.112, 3.653], [1.664, -1.431, 4.656], [2.347, -2.865, 2.795], [0.808, -2.152, 2.115], [2.925, -0.125, 1.379], [3.726, -1.762, 1.298], [1.296, -2.569, 0.039], [2.856, -2.075, -0.783], [2.429, 0.683, -1.475], [-1.073, 1.674, -2.378], [0.012, 0.942, -3.658], [1.937, 2.424, -2.779], [0.558, 3.171, -3.701], [-0.549, 3.516, -1.145], [0.235, 4.814, -2.150], [3.306, 4.406, -1.393], [3.196, 4.007, 0.407], [2.859, 2.691, -0.804], [-1.023, -2.148, -1.179], [-0.964, -1.342, 0.458], [-3.213, -1.115, -0.697], [-2.466, -0.304, -2.144], [-1.900, 1.813, -0.368], [-3.646, 1.405, -0.688], [-4.108, -0.822, 3.176], [-3.948, -1.432, 1.464], [-1.499, -2.447, 2.552], [-2.477, -2.373, 4.105], [-3.129, -3.429, 2.686], [0.803, -3.642, -2.548], [-0.818, -2.287, -3.805]],
  "mulliken_charge": [-0.9174, 0.2633, -0.5098, -1.0836, 1.4283, -0.5181, -1.0541, -0.6090, -0.4264, -0.3223, -0.4171, -0.2440, -0.8103, 0.5043, 0.2397, -0.6277, -0.1700, -0.3868, -0.6155, -0.1903, -0.4624, -0.4651, 0.1364, 0.2756, 0.3167, 0.4083, -0.4361, 0.2970, 0.2834, 0.3177, 0.3955, -0.1521, 0.2826, 0.4260, 0.4499, 0.3070, 0.0970, 0.3256, 0.2648, 0.2025, 0.0438, 0.2096, -0.2771, 0.4283, 0.3312, -0.5509, 0.3229, 0.3673, 0.2642, -0.0417, 0.2776, 0.2666, 0.2759, 0.2787],
  "e_tot_ev": -53619.5894,
  "charge": -1,
  "lumo_energy_ev": 2.80,
  "e_homo_ha": -0.1406,
  "gap_ha": 0.2436
}